# 1
# C7H10O2

A molecular structure, C7H10O2 at a distorted geometry (wB97M-V/def2-TZVPD, OMol25).

Each line ends with the Löwdin charge.
Positions of all 19 atoms, in Å:
C1 -0.130 -0.293 -0.482  -0.196
C2 0.346 0.629 0.427  -0.228
C3 -1.052 -1.872 0.394  -0.212
C4 1.508 -0.110 1.085  -0.013
C5 -0.816 0.044 -1.764  -0.029
C6 -0.080 2.007 0.743  -0.010
C7 1.515 -0.605 -0.322  -0.341
O1 -2.174 -1.315 0.475  -0.075
O2 2.234 -1.158 -1.089  0.129
H1 -0.836 -2.630 -0.379  0.110
H2 -0.504 -2.101 1.328  0.096
H3 1.279 -0.798 1.895  0.117
H4 2.353 0.522 1.345  0.124
H5 -0.391 0.941 -2.216  0.093
H6 -0.770 -0.774 -2.481  0.088
H7 -1.871 0.229 -1.612  0.081
H8 0.270 2.814 0.105  0.092
H9 -1.148 2.205 0.798  0.092
H10 0.268 2.265 1.749  0.085

**F_max**: 4.732 eV/Å
**Relative energy (zero: lowest compared OMol25 entry of this formula, charge and spin)**: 4.176 eV
**HOMO level (spin up / spin down)**: -9.1 / -9.1 eV
**Multiplicity**: 1
**Total charge**: 0

***

# 2
# C4H6N2O

C4H6N2O in the gas phase at a distorted geometry (wB97M-V/def2-TZVPD, OMol25).

Each line ends with the Löwdin charge.
Positions of all 13 atoms, in Å:
C1 1.529 0.916 -0.112  -0.054
N1 -1.524 -1.313 -0.142  -0.026
C2 -0.549 -0.606 0.496  -0.362
C3 0.371 0.047 -0.463  -0.122
C4 -0.850 0.431 -1.002  -0.108
O1 -0.418 -0.655 1.848  0.089
N2 -1.491 -0.779 -1.393  -0.057
H1 0.518 -0.628 2.082  0.112
H2 -1.816 -2.266 0.038  0.155
H3 -1.271 1.398 -1.251  0.124
H4 1.847 1.464 -0.999  0.080
H5 2.375 0.328 0.249  0.077
H6 1.279 1.665 0.650  0.091

**F_max**: 5.383 eV/Å
**Relative energy (zero: lowest compared OMol25 entry of this formula, charge and spin)**: 6.560 eV
**HOMO level**: -6.4 eV
**Multiplicity**: 1
**Total charge**: 0

***

# 3
# C23H51N5O16

11 unconnected molecules or ions with the total composition C23H51N5O16 at a distorted geometry (wB97M-V/def2-TZVPD, OMol25).

Each line ends with the Löwdin charge.
Positions of all 95 atoms, in Å:
C1 -13.744 4.641 8.487  0.022
N1 -13.297 3.870 9.649  -0.436
O1 -13.508 2.681 9.610  0.063
O2 -12.780 4.521 10.557  0.048
H1 -12.991 4.535 7.696  0.112
H2 -13.726 5.696 8.811  0.098
H3 -14.769 4.398 8.207  0.076
C2 -23.682 4.629 12.237  0.029
N2 -23.272 5.887 12.795  -0.474
O3 -23.261 6.864 12.099  0.076
O4 -22.952 5.939 13.966  0.051
H4 -22.989 4.466 11.368  0.110
H5 -24.719 4.793 11.866  0.121
H6 -23.610 3.790 12.880  0.086
C3 -20.937 0.724 9.449  0.067
N3 -21.087 1.164 10.912  -0.437
O5 -21.360 2.347 11.097  0.007
O6 -20.950 0.378 11.800  0.087
H7 -21.949 0.431 9.275  0.086
H8 -20.232 -0.132 9.451  0.089
H9 -20.666 1.602 8.915  0.078
C4 -16.741 1.332 6.421  0.054
N4 -15.680 1.506 5.402  -0.451
O7 -14.774 2.290 5.668  0.030
O8 -15.716 0.911 4.346  0.067
H10 -16.229 1.281 7.386  0.088
H11 -17.242 0.363 6.158  0.120
H12 -17.311 2.257 6.317  0.093
C5 -15.057 5.659 13.030  0.074
N5 -15.486 6.422 11.751  -0.386
O9 -15.521 7.604 11.866  0.089
O10 -15.739 5.790 10.722  0.020
H13 -14.771 4.639 12.752  0.089
H14 -15.904 5.668 13.708  0.055
H15 -14.275 6.147 13.542  0.079
C6 -15.646 -0.123 10.136  -0.007
C7 -16.957 0.723 10.290  -0.472
O11 -17.963 0.192 9.890  0.050
C8 -16.822 2.033 10.971  -0.003
H16 -15.800 -1.019 10.766  0.094
H17 -14.703 0.430 10.300  0.071
H18 -15.695 -0.489 9.147  0.046
H19 -16.372 2.761 10.333  0.061
H20 -16.245 1.943 11.881  0.095
H21 -17.839 2.217 11.271  0.075
C9 -18.739 9.678 3.860  -0.018
C10 -19.526 9.441 5.164  -0.474
O12 -18.917 9.035 6.156  0.019
C11 -20.958 9.852 5.302  -0.025
H22 -18.999 10.682 3.542  0.075
H23 -19.041 9.033 3.000  0.096
H24 -17.717 9.515 4.119  0.056
H25 -21.270 9.518 6.340  0.106
H26 -21.611 9.420 4.558  0.080
H27 -20.891 10.915 5.329  0.075
C12 -15.583 5.557 4.792  0.004
C13 -16.778 6.237 4.103  -0.497
O13 -16.810 7.269 3.502  0.070
C14 -18.048 5.475 4.187  -0.027
H28 -14.646 5.698 4.266  0.092
H29 -15.812 4.559 5.118  0.048
H30 -15.422 6.038 5.723  0.055
H31 -17.895 4.523 3.688  0.086
H32 -18.937 6.099 3.891  0.101
H33 -18.204 5.239 5.268  0.083
C15 -16.780 10.967 10.712  -0.005
C16 -18.285 10.825 10.499  -0.497
O14 -18.961 10.123 11.218  0.057
C17 -18.964 11.469 9.387  -0.030
H34 -16.400 11.697 10.027  0.056
H35 -16.277 9.992 10.542  0.084
H36 -16.425 11.360 11.659  0.083
H37 -18.455 12.350 8.966  0.088
H38 -19.976 11.738 9.690  0.093
H39 -19.108 10.799 8.544  0.080
C18 -19.974 5.981 15.319  -0.033
C19 -18.957 6.426 14.354  -0.473
O15 -17.815 6.064 14.421  0.062
C20 -19.512 7.402 13.292  0.013
H40 -19.538 5.391 16.083  0.069
H41 -20.842 5.456 14.897  0.074
H42 -20.442 6.783 15.918  0.105
H43 -20.272 6.794 12.820  0.067
H44 -18.929 7.860 12.572  0.033
H45 -20.096 8.139 13.839  0.093
C21 -18.995 4.867 9.966  0.004
C22 -17.909 5.053 8.855  -0.452
O16 -17.258 4.088 8.463  0.010
C23 -17.656 6.417 8.314  -0.012
H46 -19.256 3.828 10.156  0.047
H47 -19.919 5.442 9.736  0.092
H48 -18.659 5.195 10.925  0.061
H49 -16.985 6.347 7.471  0.065
H50 -17.104 6.996 9.088  0.092
H51 -18.587 6.930 8.124  0.077

**F_max**: 3.287 eV/Å
**Relative energy (zero: lowest compared OMol25 entry of this formula, charge and spin)**: 0.000 eV
**HOMO level**: -9.5 eV
**Multiplicity**: 1
**Total charge**: 0
**SMILES**: C[N+](=O)[O-].C[N+](=O)[O-].C[N+](=O)[O-].C[N+](=O)[O-].C[N+](=O)[O-].CC(C)=O.CC(C)=O.CC(C)=O.CC(C)=O.CC(C)=O.CC(C)=O

***

# 4
# C3H6NO3

A gas-phase ion, C3H6NO3 (charge +1) at a distorted geometry (wB97M-V/def2-TZVPD, OMol25).

Each line ends with the Löwdin charge.
Positions of all 13 atoms, in Å:
C1 -0.480 -0.082 0.711  -0.026
C2 0.541 0.876 0.258  -0.157
C3 0.881 -0.501 0.049  -0.477
N1 -1.627 -0.273 -0.185  0.220
O1 0.559 -0.029 -1.219  0.040
O2 0.771 2.167 0.248  0.210
O3 1.769 -1.384 0.400  0.159
H1 -0.682 -0.067 1.751  0.165
H2 -2.157 -1.132 -0.148  0.177
H3 -0.974 -0.217 -1.083  0.163
H4 -2.202 0.469 -0.430  0.142
H5 1.638 2.361 -0.131  0.166
H6 1.961 -2.189 -0.220  0.217

**F_max**: 3.082 eV/Å
**Relative energy (zero: lowest compared OMol25 entry of this formula, charge and spin)**: 4.257 eV
**HOMO level**: -14.4 eV
**Multiplicity**: 1
**Total charge**: +1
**SMILES**: [NH3+][C@@H]1[C@]2(O)O[C@]12O

***

# 5
# C2H4O6P2

A gas-phase ion, C2H4O6P2 (charge -2) at a distorted geometry (wB97M-V/def2-TZVPD, OMol25).

Each line ends with the Löwdin charge.
Positions of all 14 atoms, in Å:
C1 2.071 0.237 0.338  -0.739
C2 0.560 -0.021 0.373  -0.189
O1 2.864 -0.038 1.293  -0.105
O2 -1.825 1.204 0.062  -0.497
O3 2.474 0.799 -0.707  -0.095
O4 0.221 1.845 -1.329  -0.157
O5 -3.885 -0.114 0.790  -0.655
O6 -0.067 2.592 1.060  -0.297
P1 -2.634 -0.291 -0.019  0.466
P2 -0.327 1.514 0.131  0.268
H1 0.488 -0.646 -0.529  0.097
H2 0.347 -0.578 1.197  0.042
H3 1.045 1.370 -1.297  -0.032
H4 -3.023 0.016 -1.513  -0.108

**F_max**: 2.997 eV/Å
**Relative energy (zero: lowest compared OMol25 entry of this formula, charge and spin)**: 0.000 eV
**HOMO level**: -0.4 eV
**Multiplicity**: 1
**Total charge**: -2
**SMILES**: O=C([O-])C[P@@](=O)(O)OP[O-]